No. 1
DFT (ωB97M-V/def2-TZVPD) results for 2 unconnected molecules or ions with the total composition C2BrF3O.

Summary:
Total charge: 0
Orbital gap (alpha / beta) (eV): 8.9 / 8.4
Spin multiplicity: 3
F_max (hartree/bohr): 0.05173
Total energy (eV): -82311.05511

```
7
Properties=species:S:1:pos:R:3:forces:R:3
C 1.73412 1.20397 -1.03763 0.6 -1.7 2.0
C -1.16795 -0.79151 0.48856 -2.0 -0.2 0.5
O -0.55963 -1.14976 1.41741 0.5 0.4 -0.3
F 1.76586 -0.10790 -0.77219 -0.6 -0.1 -1.7
F 2.11614 1.77050 0.08359 0.0 1.9 -0.3
F -1.17648 -1.34489 -0.70501 0.6 0.0 -0.3
Br -2.71207 0.41959 0.52526 0.9 -0.2 0.1
```
Forces are in eV/Å.



No. 2
DFT (ωB97M-V/def2-TZVPD) results for a molecular structure, C55H72As2BrN3O7P2W.

Summary:
Total charge: +4
Orbital gap (eV): 4.7
F_max (hartree/bohr): 0.08871
Total energy (eV): -289097.01827

```
143
Properties=species:S:1:pos:R:3:forces:R:3
W -0.65754 -0.67841 0.01011 2.9 -0.5 3.5
N 0.95965 0.16539 -2.24316 -0.1 0.1 -0.3
C 0.92100 -0.67021 -3.40208 0.0 -0.2 0.1
C 1.23539 -0.20232 -4.64798 0.0 -0.1 -0.1
C 1.24555 -1.05655 -5.76896 0.0 0.1 0.0
C 0.91934 -2.36989 -5.61371 -0.1 -0.1 0.0
C 0.55741 -2.87573 -4.34206 0.0 0.0 0.0
C 0.19620 -4.23014 -4.16671 0.0 0.0 -0.1
C -0.11730 -4.66866 -2.91808 0.0 -0.1 0.1
C -0.08751 -3.75074 -1.85830 0.0 -0.1 0.0
N 0.21792 -2.47802 -1.95597 0.0 0.2 0.0
C 0.56148 -2.02389 -3.20784 0.0 0.0 -0.1
H 0.61662 1.08236 -2.50593 0.0 0.0 0.1
H 1.92636 0.27395 -1.97753 0.2 0.0 0.1
H 1.49077 0.84509 -4.77628 0.0 0.0 0.0
H 1.52594 -0.66941 -6.74009 0.0 0.0 0.0
H 0.92888 -3.04707 -6.46006 0.0 0.0 0.0
H 0.17534 -4.89556 -5.02263 0.0 0.0 0.0
H -0.39243 -5.69743 -2.72311 0.0 0.1 0.0
H -0.34958 -4.11808 -0.88028 -0.1 0.0 0.0
C -1.98311 2.33999 4.95194 0.0 0.0 -0.1
C -1.72658 1.24280 3.97384 -0.2 0.1 0.0
C -2.80643 0.22647 3.78675 0.1 0.0 -0.1
C -2.49981 -0.88123 2.74160 -0.1 -0.4 0.0
C -1.15185 -0.77258 2.10907 -0.9 0.5 -0.9
Br -2.41391 -2.64892 0.08303 0.2 0.0 0.0
N -0.34825 0.16267 2.32115 0.1 -0.4 -0.3
C -0.59367 1.17151 3.26937 0.4 0.2 0.1
H -2.19547 1.93133 5.94280 0.0 0.0 0.0
H -2.87511 2.90798 4.65649 0.1 0.0 0.0
H -1.14244 3.02827 5.02929 0.0 0.0 0.0
H -3.12302 -0.14484 4.75937 -0.1 0.0 0.0
H -2.75981 -1.89045 3.04911 0.0 0.0 0.0
H 0.21557 1.87810 3.40231 0.0 -0.1 0.0
C -0.15124 5.44438 -1.76614 0.0 0.0 0.1
C 0.66571 4.32168 -2.35762 0.1 0.1 0.0
C 2.14784 4.59889 -2.44930 0.0 -0.1 0.0
O 0.43424 3.04162 -1.61481 0.0 0.2 0.1
P 0.67657 2.55303 -0.16400 0.1 -0.5 0.0
O -0.18325 1.31769 -0.00751 -0.3 1.1 -0.5
C 2.40744 2.03708 0.01556 0.0 0.0 0.1
P 2.54828 0.42838 0.84230 0.0 0.0 -0.1
O 1.46758 -0.50317 0.32924 0.1 -0.2 0.0
O 2.38542 0.74986 2.34810 0.0 0.0 0.1
C 3.48043 0.80755 3.37788 0.2 0.1 0.1
C 4.32525 2.03831 3.14989 -0.1 0.0 -0.1
C 2.79993 0.78668 4.72020 -0.1 0.0 0.0
O 3.94399 -0.19923 0.69582 0.1 0.2 -0.2
C 4.98912 -0.36395 -0.36765 0.1 0.0 -0.2
C 4.38306 -0.65804 -1.72068 -0.2 0.0 0.1
C 5.89452 0.84238 -0.35695 -0.1 0.1 0.1
O 0.25250 3.57484 0.89347 0.1 0.3 0.0
C 0.77332 4.57964 1.89067 0.0 0.1 0.2
C -0.37481 5.52032 2.15534 -0.1 -0.1 -0.1
C 2.02971 5.28645 1.44379 0.0 0.0 -0.2
H -0.18091 6.26425 -2.48530 0.0 0.0 0.0
H 0.28884 5.82579 -0.84571 -0.1 0.0 0.0
H -1.17869 5.13064 -1.57174 0.0 0.0 0.0
H 0.27562 4.06936 -3.34059 0.0 -0.1 0.0
H 2.58178 4.76594 -1.46094 0.0 0.0 0.0
H 2.30651 5.50435 -3.03682 0.0 0.0 0.0
H 2.67958 3.78566 -2.94732 0.0 0.0 0.0
H 2.95407 2.74425 0.64021 0.1 0.1 -0.1
H 2.87492 2.02855 -0.97093 0.0 0.0 0.0
H 4.07503 -0.09274 3.23726 0.0 -0.1 -0.1
H 3.73044 2.94815 3.26948 0.0 0.0 0.0
H 4.79365 2.03083 2.16341 0.0 0.0 0.0
H 5.12334 2.06132 3.89224 0.0 0.0 0.0
H 2.29205 1.73370 4.92005 0.0 0.0 0.0
H 3.55107 0.63424 5.49606 0.0 0.0 0.0
H 2.07555 -0.02601 4.78668 0.1 0.0 0.0
H 5.53121 -1.23457 -0.01094 0.0 -0.1 0.1
H 4.00112 0.25378 -2.19143 0.0 0.0 0.0
H 3.59779 -1.41543 -1.66079 0.0 0.0 0.0
H 5.16625 -1.04579 -2.37244 0.0 0.0 0.0
H 5.34824 1.75540 -0.61090 0.0 0.0 0.0
H 6.67873 0.70343 -1.10173 0.0 0.0 0.0
H 6.37413 0.97150 0.61285 0.0 0.0 0.0
H 0.97870 3.98777 2.78179 0.0 -0.2 0.0
H -0.53560 6.19822 1.31667 0.0 0.0 0.0
H -0.14677 6.12035 3.03710 0.0 0.0 0.0
H -1.29138 4.96056 2.34755 0.0 0.0 0.0
H 1.90176 5.77405 0.47774 0.0 0.0 0.0
H 2.90333 4.63858 1.41191 0.0 0.0 0.0
H 2.24268 6.07125 2.17076 0.0 0.0 0.0
O -1.48597 -0.42135 -1.62755 -1.3 0.3 -1.4
As -3.18674 -0.12692 -1.34134 0.2 1.0 -0.4
C -3.61337 1.38591 -2.40594 0.0 0.2 0.3
C -4.97220 1.57454 -2.65630 0.2 0.1 -0.1
C -5.37033 2.66881 -3.40809 -0.1 0.1 0.0
C -4.42119 3.56532 -3.88436 0.0 0.0 0.0
C -3.06887 3.37487 -3.61430 0.0 0.0 0.0
C -2.65560 2.28599 -2.86305 0.0 0.0 0.0
C -2.72576 0.48380 0.65990 -1.0 -1.6 -2.0
C -2.85061 1.87492 0.57181 0.0 0.2 0.4
C -3.64120 2.64997 1.45139 0.1 0.1 0.0
C -4.24305 2.08408 2.53418 0.0 -0.1 0.0
C -4.04540 0.66838 2.87399 0.0 0.0 -0.1
C -3.50044 -0.25137 1.73605 0.3 0.2 0.5
C -4.17953 -1.50193 -2.24120 -0.4 -0.1 1.1
C -3.57623 -2.05387 -3.35343 0.0 0.0 -0.2
C -4.26697 -3.07034 -4.00200 0.0 0.0 0.0
C -5.49544 -3.51150 -3.52410 0.0 0.0 0.0
C -6.06532 -2.93932 -2.39071 0.0 0.0 0.0
C -5.39694 -1.92305 -1.72325 0.0 -0.1 -0.3
H -5.70604 0.87067 -2.28798 -0.1 0.0 -0.1
H -6.41996 2.82007 -3.62667 0.0 0.0 0.0
H -4.73938 4.41584 -4.47347 0.0 0.0 0.0
H -2.34115 4.07935 -3.99886 0.0 0.0 0.0
H -1.60537 2.11919 -2.65496 0.0 0.0 0.0
H -2.37205 2.40794 -0.24048 -0.1 -0.1 -0.1
H -3.80036 3.69303 1.20665 0.0 0.0 0.1
H -4.90622 2.67603 3.16025 0.1 0.0 -0.1
H -4.95609 0.26152 3.30994 0.0 0.0 0.1
H -4.23184 -0.92905 1.31591 -0.1 -0.1 0.1
H -2.62226 -1.70038 -3.72650 0.0 -0.1 0.0
H -3.83368 -3.51776 -4.88726 0.0 0.0 0.0
H -6.01427 -4.30906 -4.04077 0.0 0.0 0.0
H -7.02054 -3.28828 -2.01912 0.0 0.0 -0.1
H -5.81906 -1.47909 -0.83018 0.0 0.0 0.0
C 2.33654 -3.34637 0.41135 0.0 0.3 -0.5
As 0.60998 -2.83330 1.12631 0.3 -0.9 0.9
C 1.22748 -2.46684 2.92991 -0.1 0.5 0.0
C -0.25711 -4.56019 1.61896 -0.2 0.3 -0.3
C 0.73685 -5.63167 1.93010 0.0 -0.2 0.1
C 0.99006 -5.98717 3.24995 0.0 0.0 0.1
C 1.80672 -7.07193 3.54413 0.0 0.1 0.1
C 2.39876 -7.79064 2.51954 0.0 -0.1 0.0
C 2.15608 -7.44082 1.19661 0.1 0.0 -0.1
C 1.33097 -6.36782 0.90655 -0.1 0.0 -0.1
H 2.67752 -4.18531 1.00762 0.0 -0.1 0.1
H 3.01062 -2.50364 0.53114 0.0 0.0 0.0
H 2.28079 -3.63036 -0.63486 0.0 0.0 0.0
H 1.88997 -3.28196 3.20738 0.0 -0.1 0.0
H 0.38875 -2.43284 3.62261 0.0 0.0 0.0
H 1.75969 -1.51916 2.96847 0.0 0.0 0.0
H -0.94699 -4.86726 0.84084 0.0 0.0 0.0
H -0.85037 -4.29460 2.49265 -0.1 0.0 0.0
H 0.50967 -5.44027 4.05632 0.0 -0.1 0.0
H 1.96639 -7.36554 4.57342 0.0 0.0 0.0
H 3.03966 -8.63175 2.74799 0.0 0.0 0.0
H 2.60308 -8.01691 0.39651 0.0 0.0 0.0
H 1.12600 -6.10815 -0.12902 0.0 -0.1 0.0
```
Forces are in eV/Å.



No. 3
DFT (ωB97M-V/def2-TZVPD) results for a molecular structure, C5H7NO.

Summary:
Total charge: 0
Orbital gap (alpha / beta) (eV): 8.0 / 9.0
F_max (hartree/bohr): 0.03801
Total energy (eV): -8829.48571

```
14
Properties=species:S:1:pos:R:3:forces:R:3
O -0.56561 0.14496 -1.81028 0.0 1.2 -0.8
C 0.29471 0.69387 -1.14412 -1.6 -0.3 -1.1
C -0.01058 1.66680 -0.01922 0.0 0.1 0.1
N 0.47503 0.48803 0.75856 0.3 -0.1 0.7
C -0.48356 -0.59695 0.94254 -0.1 -0.2 0.2
C -0.32882 -1.55654 -0.23290 -0.1 -0.5 0.6
C 1.31112 -0.05052 -0.40031 -0.1 0.9 0.3
H 0.65072 2.52068 0.11467 0.0 -0.1 0.1
H -1.07168 1.93514 0.09631 0.4 -0.1 -0.1
H -1.50588 -0.21915 1.06002 0.2 -0.1 -0.1
H -0.21416 -1.13719 1.86318 -0.1 0.1 -0.1
H -1.26597 -1.91474 -0.71372 1.0 0.7 -0.2
H 0.42283 -2.30369 -0.19535 0.3 -0.7 0.6
H 2.32627 0.39113 -0.37715 -0.1 -1.0 -0.1
```
Forces are in eV/Å.